Computed, not measured: 13 unconnected molecules or ions with the total composition C39H71FN13O30PS at a distorted geometry, with wB97M-V/def2-TZVPD.

frontier orbital gap: 0.3008 hartree
molar mass: 1284.10 g mol⁻¹

Geometry as XYZ:
```
156
C39H71FN13O30PS | the Open Molecules 2025 dataset | wB97M-V/def2-TZVPD
H -0.801 -6.441 6.643
N -10.197 -2.625 -1.632
O 5.809 -0.137 -0.904
O 9.151 0.666 4.767
O 3.329 -1.464 2.551
O -10.890 -1.788 2.018
C 3.826 2.381 -0.593
C 2.498 -2.597 2.903
C 7.199 -3.811 0.212
H 7.715 -3.577 -0.715
C 2.133 1.230 2.132
O -1.923 2.855 -3.886
N -6.878 0.224 -2.847
H 4.767 1.582 -2.481
O 9.363 -4.308 0.864
C 1.235 3.721 1.733
C -1.969 0.508 0.753
H 0.453 -1.835 2.591
H 0.536 4.262 -2.890
C -0.940 2.753 1.679
O -11.264 -3.104 -1.300
C 3.021 -1.430 -2.860
C 3.631 0.903 -0.126
S 6.043 2.178 2.106
N 0.241 3.071 0.854
H -8.050 0.554 -4.544
C 6.107 3.198 -1.649
H 0.574 -3.787 -5.504
C -0.227 -7.286 6.271
H 1.262 -0.010 -5.593
C 1.068 -2.223 3.439
O -2.784 -1.397 5.268
H -4.941 -0.245 -0.965
H 9.446 0.398 2.209
C -2.991 -0.286 0.079
C 2.294 2.767 2.405
H 1.799 4.486 1.126
C -3.591 -0.485 3.307
H 3.324 3.115 2.121
C -13.039 -1.429 1.231
N 0.754 -7.661 7.325
C -2.036 1.962 0.913
H -9.030 -3.185 0.009
N -3.767 -1.257 4.567
H 2.816 0.548 -0.829
H 6.486 -4.619 0.064
C -4.250 1.832 -0.371
H -4.544 -0.441 2.787
H 3.579 -0.612 -4.857
H 1.053 10.920 -3.518
H 0.835 11.525 -5.188
H -2.859 -1.396 0.033
H 0.315 -7.016 5.370
H 2.094 0.723 3.140
H 6.119 3.908 -0.787
H -3.253 0.513 3.577
O -7.219 0.243 -1.677
O 2.373 -3.439 -0.413
C 9.174 -0.490 2.775
C 1.907 -1.678 -1.932
O 4.223 -1.310 0.292
H 6.890 2.410 -1.525
C 0.560 -1.318 -2.381
C 0.757 10.662 -4.530
O 0.175 -1.864 -7.191
H -4.739 -4.253 4.011
H -0.247 10.245 -4.546
C 4.690 2.540 -1.907
C -3.216 2.613 0.314
H -5.752 -5.621 4.581
H 0.586 -3.196 3.748
F 2.508 2.844 -0.947
H 2.238 2.930 3.520
H -3.292 3.719 0.413
H -8.305 1.725 -3.215
O 1.935 -7.612 7.037
C 2.738 -0.825 -4.152
H 0.245 -5.020 -6.760
H -12.482 -1.165 0.337
N -0.756 3.135 -4.087
O -2.880 -6.423 4.933
O 7.360 -0.411 4.206
H -1.399 3.699 2.074
H -0.248 -0.311 0.528
H 2.064 -1.095 5.156
O 0.872 -3.462 -8.472
H 8.481 -1.108 2.212
O -10.048 -1.674 -2.375
H 0.531 -0.325 4.412
N -12.076 -1.821 2.295
H 4.224 3.075 0.183
C 0.005 -4.023 -6.400
N 8.506 -0.040 4.022
C 2.259 6.336 -5.448
H 4.134 3.254 -2.579
H -6.815 1.812 -4.203
O 2.573 9.242 -4.304
H 0.391 -1.740 5.483
H -0.864 -8.148 6.094
H 3.028 -3.116 3.754
H -0.296 -1.493 -1.690
N 1.684 9.620 -5.047
C -4.783 -5.133 4.649
O 1.939 -1.382 0.563
C -8.973 -3.260 -1.075
C -7.569 1.155 -3.776
C 0.138 3.249 -2.905
H 1.555 5.515 -5.579
O -0.860 -0.183 1.278
O -0.252 3.333 -5.178
N 8.198 -4.269 1.214
H -0.441 3.049 -2.007
C 4.756 -0.167 -0.369
O -12.545 -2.147 3.366
N 0.383 -3.035 -7.445
O -3.877 -6.484 3.014
C 0.268 -0.713 -3.673
H 2.778 6.550 -6.377
O 4.421 5.873 -4.766
H -8.966 -4.298 -1.400
H 0.019 3.759 0.132
O -6.019 -0.491 -3.324
H 4.388 0.833 3.843
H 5.701 -0.510 2.387
O 0.301 -7.992 8.404
H 4.064 -1.688 -2.547
H 10.055 -1.060 3.062
H -8.103 -2.731 -1.454
C 3.349 0.567 1.381
H 0.933 2.515 -3.021
C 1.378 -0.454 -4.582
H 6.712 -2.925 0.616
O -4.879 -1.694 4.811
N 3.255 5.913 -4.429
C 3.145 -1.024 1.226
C 2.121 -2.279 -0.504
P 4.873 0.646 2.515
H -5.134 2.364 -0.800
H 1.207 0.917 1.596
H 2.390 -3.366 2.100
H -13.606 -0.577 1.598
H -0.588 2.097 2.526
H 1.765 7.222 -5.074
C 1.060 -1.277 4.705
H -13.687 -2.282 1.044
C -4.158 0.382 -0.479
H -4.554 -4.873 5.679
O 1.483 9.221 -6.182
O 2.826 5.636 -3.322
H -1.064 -3.923 -6.226
H 6.358 3.773 -2.586
H -2.849 -1.005 2.707
H 0.721 4.315 2.548
H -0.774 -0.451 -3.972
N -3.760 -6.095 4.159
O 7.774 -4.568 2.313
```



Computed, not measured: 3 unconnected molecules or ions with the total composition C39H71NO8 at a distorted geometry, with wB97M-V/def2-TZVPD.

frontier orbital gap: 0.3357 hartree
structure (SMILES): CCCCCCCCCCCCCc1cc2c(cc1CCCCCC)C(=O)NC2=O.COCCOCCOC.COCCOCCOC
molar mass: 682.00 g mol⁻¹

Geometry as XYZ:
```
119
C39H71NO8 | the Open Molecules 2025 dataset | wB97M-V/def2-TZVPD
H 3.275 0.704 -0.279
H -3.047 -4.114 -3.594
H -1.585 -1.738 -4.831
H 3.338 1.092 10.102
H 4.468 -3.937 -1.389
H -3.045 3.232 -8.454
C 3.370 -1.319 6.242
H -2.958 5.177 -3.847
H 2.798 -0.704 12.155
H 3.880 1.745 1.017
C 0.868 -2.467 0.512
H 4.402 -0.533 11.372
H -0.647 -0.070 2.340
H 0.952 -1.881 5.349
H 2.236 2.482 2.657
C 2.177 0.633 8.359
C -2.031 -0.222 -2.592
H 4.096 2.649 -3.003
H 1.518 -0.156 7.991
C 4.485 -2.888 0.304
H 3.860 -0.690 2.048
H -2.149 -2.517 0.053
N 4.046 -4.010 -0.462
H -1.688 -1.518 3.634
H 4.107 -2.009 5.808
C -2.735 -3.147 0.725
H 4.608 2.957 -0.763
H -1.386 -0.705 -1.856
C 1.483 -2.665 5.903
H -4.642 6.770 -3.753
C -2.425 5.669 -4.670
H 2.500 0.372 3.527
H -2.632 0.508 -2.040
H -0.416 -5.076 -1.227
H -1.108 4.113 -5.250
C -2.341 -4.613 0.500
H -1.659 -4.084 -4.678
H 2.033 -3.308 5.206
H -2.986 -5.271 1.086
H -3.364 -1.885 -2.410
O -3.266 6.626 -5.292
H 2.419 2.160 -2.699
C -0.751 -0.989 1.775
C -2.572 -4.962 -1.000
H 1.062 1.098 0.173
H 3.749 1.076 -2.330
H -1.372 -5.719 -2.593
H 5.000 -0.105 6.842
C 0.644 -1.433 1.391
H -2.109 6.288 -9.933
C -2.134 -3.566 -3.842
H 0.033 -2.976 0.044
C -3.971 7.400 -4.348
C 3.172 1.682 0.191
H -0.667 -2.779 3.003
O -2.936 3.606 -5.899
O 2.049 -4.738 -1.415
H 0.751 -3.268 6.438
C -2.515 5.294 -9.755
H -0.548 1.246 -3.021
C -2.454 -2.143 -4.314
H -2.904 -3.578 2.791
C -2.721 -2.685 2.186
H -1.692 4.570 -9.784
H -1.657 5.088 -6.610
C -1.158 -3.628 -2.661
C -1.974 4.628 -5.672
H 4.268 -0.982 8.182
O -3.131 5.299 -8.488
C 3.009 -1.204 1.615
C 1.623 0.382 2.880
C 2.634 -3.974 -0.679
C 3.553 2.714 -0.898
C -3.024 -1.223 -3.215
H 1.619 0.715 10.427
C 2.129 -2.865 0.211
H -3.240 5.060 -10.544
H -4.652 3.958 -8.765
C 1.713 1.809 0.682
C -4.051 3.963 -6.707
H 1.646 1.581 8.253
H 2.956 3.619 -0.806
H -1.353 -0.751 0.899
C 1.533 1.785 2.203
C 2.498 0.444 9.825
H -3.904 -0.692 -3.576
H 0.781 0.206 3.546
H -1.312 -4.831 0.795
C 3.212 -2.241 0.774
H 3.634 -2.128 11.495
H 2.944 -0.697 5.446
H -1.216 -2.751 -2.013
C 3.444 -1.066 11.347
C -1.197 0.576 -3.592
C 4.047 -0.434 7.265
H -1.800 1.206 -4.246
C -1.421 -2.047 2.715
C 3.438 2.121 -2.311
H -0.148 -3.603 -3.082
O 3.331 0.764 7.538
C -3.725 4.048 -8.182
O 2.352 -2.094 6.853
H -3.559 -2.014 2.379
H -0.527 -0.051 -4.176
H 1.361 2.793 0.353
H -3.241 -4.186 -1.384
H -3.230 -2.241 -5.079
H -4.770 3.152 -6.571
H -1.546 6.193 -4.270
C 1.747 -0.787 1.931
H 0.522 2.154 2.392
H -4.569 8.127 -4.894
H -3.115 -5.903 -1.071
H -4.521 4.880 -6.348
O 2.819 -0.910 10.093
H -3.281 7.934 -3.684
H -3.769 -3.066 0.379
O 5.645 -2.590 0.497
C -1.289 -4.920 -1.852
```



| no. | E_HOMO (eV) |
| --- | --- |
| 1 | -8.6 |
| 2 | -9.4 |